(P)
96
Properties=species:S:1:pos:R:3:mulliken_spin:R:1 method="wB97M-V/def2-TZVPD" s_squared=3.78 mol_weight_g_mol=943.4 charge=+2 multiplicity=4
Re 0.922 -2.997 -0.599 2.680
C 2.623 -2.299 4.308 -0.011
C 1.778 -1.326 3.550 0.018
C 1.418 -0.109 4.038 0.015
C 0.586 0.758 3.287 0.000
N 0.192 0.434 2.083 0.003
N 0.579 -0.749 1.576 0.030
B 0.039 -1.083 0.144 -0.052
N -1.525 -1.159 0.242 0.038
N -2.152 0.024 0.276 0.009
C -3.458 0.031 0.356 -0.003
C -4.183 -1.183 0.477 0.011
C -3.550 -2.387 0.396 0.009
C -4.265 -3.700 0.443 -0.008
C -2.144 -2.331 0.212 0.056
S -1.253 -3.769 -0.142 -0.016
C -4.164 1.376 0.342 0.000
C -3.275 2.446 -0.292 0.001
C -4.487 1.743 1.799 0.000
C -5.465 1.275 -0.466 0.000
N 0.404 0.106 -0.864 0.035
N 1.314 0.925 -0.388 -0.010
C 1.760 1.917 -1.145 0.001
C 1.241 2.126 -2.424 0.000
C 0.292 1.271 -2.940 -0.002
C -0.269 1.464 -4.315 -0.001
C -0.085 0.208 -2.109 -0.035
S -1.216 -1.009 -2.716 0.012
C 2.819 2.831 -0.559 -0.001
C 2.215 4.237 -0.430 0.000
C 3.276 2.334 0.811 0.000
C 4.021 2.867 -1.515 0.000
C 1.294 -1.640 2.254 0.068
S 1.583 -3.223 1.608 -0.023
C 0.087 2.063 3.885 0.001
C -0.825 1.703 5.069 0.000
C -0.708 2.859 2.857 0.001
C 1.268 2.907 4.386 0.000
H 2.910 -1.886 5.272 0.000
H 3.527 -2.541 3.747 0.001
H 2.085 -3.233 4.479 0.003
H 1.750 0.189 5.023 0.001
H -5.258 -1.154 0.585 0.001
H -5.321 -3.556 0.658 0.000
H -3.837 -4.349 1.208 0.001
H -4.172 -4.220 -0.512 0.002
H -2.306 2.517 0.196 0.000
H -3.773 3.412 -0.218 0.000
H -3.109 2.234 -1.351 0.000
H -3.582 1.792 2.406 0.001
H -5.163 1.015 2.252 0.000
H -4.975 2.716 1.832 0.000
H -5.287 0.888 -1.471 0.000
H -5.899 2.270 -0.566 0.000
H -6.215 0.652 0.019 0.000
H 1.593 2.957 -3.020 0.001
H 0.102 2.393 -4.741 0.000
H -1.357 1.504 -4.303 0.000
H 0.023 0.635 -4.960 0.000
H 1.362 4.243 0.249 0.000
H 1.888 4.630 -1.394 0.000
H 2.969 4.919 -0.036 0.000
H 2.448 2.316 1.520 0.000
H 4.042 3.008 1.193 0.000
H 3.695 1.331 0.755 0.000
H 3.774 3.306 -2.482 0.000
H 4.430 1.869 -1.679 0.000
H 4.806 3.481 -1.074 0.000
H -1.643 1.052 4.754 0.000
H -1.256 2.614 5.485 0.000
H -0.277 1.202 5.869 0.000
H -1.601 2.318 2.549 0.001
H -0.115 3.059 1.964 0.000
H -1.011 3.810 3.294 0.000
H 1.904 2.371 5.090 0.000
H 0.881 3.783 4.907 0.000
H 1.890 3.255 3.561 0.000
C 0.195 -4.918 -4.642 0.002
C 1.136 -3.985 -3.884 0.008
C 2.532 -3.968 -4.477 0.001
O 1.167 -4.404 -2.485 0.031
C 0.527 -2.596 -3.915 -0.004
O 0.539 -1.836 -4.816 0.004
O -0.203 -2.360 -2.730 0.014
H 0.628 -5.917 -4.671 0.000
H 0.066 -4.565 -5.664 0.000
H -0.777 -4.970 -4.152 0.001
H 2.957 -4.972 -4.429 0.000
H 3.192 -3.270 -3.970 0.002
H 2.468 -3.684 -5.526 0.000
H 1.929 -4.991 -2.375 0.003
O 3.428 -1.093 -0.138 0.016
Cl 3.465 -1.822 -1.363 0.004
O 4.665 -1.689 -2.082 0.006
O 3.187 -3.261 -1.057 0.024
O 2.289 -1.441 -2.176 0.051



(Q)
96
Properties=species:S:1:pos:R:3:mulliken_spin:R:1 method="wB97M-V/def2-TZVPD" s_squared=3.78 mol_weight_g_mol=943.4 charge=+2 multiplicity=4
Re 2.484 1.822 -0.444 2.665
C -0.145 4.275 3.428 -0.006
C -0.396 2.885 2.941 0.009
C -1.327 2.054 3.484 0.017
C -1.509 0.736 2.988 0.001
N -0.799 0.298 1.985 0.004
N 0.108 1.117 1.433 0.031
B 0.850 0.506 0.215 -0.074
N 1.377 -0.897 0.641 0.040
N 0.542 -1.931 0.498 0.013
C 0.933 -3.106 0.917 -0.004
C 2.191 -3.263 1.555 0.015
C 3.053 -2.214 1.684 0.023
C 4.402 -2.321 2.318 -0.004
C 2.602 -0.981 1.147 0.009
S 3.615 0.429 1.115 0.024
C 0.016 -4.293 0.690 0.000
C -1.259 -3.869 -0.036 0.001
C -0.346 -4.911 2.048 0.000
C 0.768 -5.324 -0.165 0.000
N -0.161 0.315 -0.988 0.023
N -1.317 0.914 -0.799 -0.006
C -2.252 0.832 -1.730 -0.006
C -2.035 0.088 -2.896 0.005
C -0.810 -0.489 -3.136 -0.005
C -0.493 -1.202 -4.413 0.000
C 0.147 -0.321 -2.125 -0.002
S 1.759 -1.014 -2.324 0.009
C -3.554 1.561 -1.470 0.000
C -4.669 0.511 -1.350 0.000
C -3.475 2.384 -0.185 -0.001
C -3.834 2.499 -2.654 0.000
C 0.356 2.351 1.859 0.051
S 1.591 3.304 1.110 0.003
C -2.514 -0.208 3.622 0.002
C -2.085 -0.464 5.074 0.000
C -2.566 -1.530 2.863 0.001
C -3.903 0.446 3.600 0.000
H -0.807 4.517 4.256 0.000
H -0.307 4.998 2.627 0.002
H 0.888 4.386 3.762 0.000
H -1.928 2.398 4.315 0.001
H 2.479 -4.237 1.929 0.001
H 4.574 -3.328 2.690 0.000
H 4.493 -1.619 3.149 0.001
H 5.185 -2.072 1.601 0.001
H -1.816 -3.123 0.529 0.000
H -1.895 -4.743 -0.178 0.000
H -1.035 -3.452 -1.021 -0.001
H -0.881 -4.200 2.678 0.000
H 0.536 -5.256 2.591 0.000
H -0.991 -5.776 1.892 0.000
H 1.054 -4.904 -1.132 0.000
H 0.120 -6.181 -0.350 0.000
H 1.668 -5.697 0.326 0.000
H -2.820 0.006 -3.636 0.001
H -1.356 -1.195 -5.074 0.000
H -0.208 -2.240 -4.237 0.000
H 0.342 -0.711 -4.917 0.000
H -4.482 -0.168 -0.515 0.000
H -4.776 -0.082 -2.259 0.000
H -5.621 1.013 -1.172 0.000
H -3.281 1.753 0.683 0.001
H -4.427 2.892 -0.034 0.000
H -2.688 3.136 -0.245 0.001
H -3.953 1.959 -3.595 0.000
H -3.033 3.231 -2.772 0.000
H -4.763 3.039 -2.471 0.000
H -1.097 -0.925 5.117 0.000
H -2.796 -1.139 5.550 0.000
H -2.061 0.455 5.663 0.000
H -1.592 -2.020 2.854 0.000
H -2.875 -1.384 1.826 0.000
H -3.285 -2.193 3.347 0.000
H -3.930 1.389 4.148 0.000
H -4.625 -0.223 4.070 0.000
H -4.238 0.634 2.578 0.000
C 5.729 0.679 -2.840 -0.004
C 4.595 1.689 -2.969 -0.004
C 4.847 2.746 -4.027 0.001
O 4.422 2.319 -1.669 0.030
C 3.339 0.900 -3.321 0.010
O 2.920 0.609 -4.377 0.007
O 2.737 0.368 -2.111 0.038
H 6.651 1.217 -2.622 0.001
H 5.854 0.129 -3.772 0.000
H 5.534 -0.021 -2.027 0.003
H 5.770 3.277 -3.793 -0.001
H 4.015 3.451 -4.081 0.001
H 4.959 2.279 -5.004 0.000
H 4.397 3.277 -1.814 0.005
O -0.314 3.675 -1.449 0.011
Cl 0.545 3.463 -2.558 0.005
O 0.773 4.603 -3.342 0.001
O 1.945 3.098 -1.979 0.042
O 0.161 2.316 -3.313 0.008



So which one is most stable? That would be (Q), about 63.0 kJ/mol below the next structure.